{
  "formula": "CH4InO",
  "method": "ωB97M-V with the def2-TZVPD basis set",
  "gap_ev": 3.952,
  "mol_weight_da": 146.9,
  "energy_ev": -8277.804,
  "relative_energy_ev": 1.4586,
  "e_homo_ev": -26.66,
  "total_charge": 3,
  "elements": ["In", "O", "C", "H", "H", "H", "H"],
  "positions_angstrom": [[20.76673, -22.93179, 2.89498], [17.70888, -22.57386, 2.70630], [16.60775, -23.28255, 2.30828], [16.85253, -24.34956, 2.18210], [17.42180, -21.61573, 2.83324], [15.62770, -23.09515, 2.83833], [16.41549, -22.99213, 1.19706]],
  "forces_ev_per_angstrom": [[1.0, -0.1, -0.1], [-2.8, -0.2, 0.1], [2.9, -1.5, 1.3], [0.3, 0.0, -0.1], [0.2, 0.1, 0.3], [-0.6, 1.4, -0.4], [-1.1, 0.4, -1.1]],
  "nbo_charge": [1.61, -0.25, -0.25, 0.32, 0.59, 0.45, 0.53]
}